Density functional theory data (wB97M-V/def2-TZVPD) for a structure of composition C41H46AsN5O3SbScSe4.

Last column: Löwdin charge in e.
Positions of all 102 atoms, in Å:
Sc -0.2288 0.3213 -1.0391  0.567
C 2.9581 2.0595 0.1349  -0.097
N 2.8902 1.2286 -1.0610  -0.205
C 3.5502 -0.0401 -0.7862  -0.225
C 3.6173 -1.0307 -1.9372  -0.167
C 2.3125 -1.4070 -2.6226  -0.231
N 1.2046 -1.7268 -1.7327  0.018
C 0.6542 -2.8550 -1.9612  -0.107
C -0.6017 -3.3497 -1.4146  -0.180
C -1.0911 -4.5837 -1.8661  -0.074
C -2.3312 -5.0381 -1.4757  -0.116
C -3.1034 -4.2221 -0.6267  -0.078
C -2.6376 -3.0148 -0.1563  0.014
C -1.3521 -2.5530 -0.5243  -0.401
O -0.8767 -1.4409 -0.0813  -0.318
C 3.4434 1.9792 -2.1949  -0.197
C 2.7212 1.8358 -3.5282  -0.158
C 1.2516 2.3035 -3.5730  -0.196
N 0.5249 2.2813 -2.3000  -0.007
C -0.0768 3.3688 -2.0106  -0.101
C -0.8557 3.6672 -0.8043  -0.190
C -1.7801 4.7064 -0.8939  -0.072
C -2.6544 4.9749 0.1403  -0.102
C -2.5489 4.2184 1.3053  -0.092
C -1.5995 3.2177 1.4299  -0.025
C -0.7876 2.8723 0.3509  -0.418
O -0.0080 1.7999 0.3767  -0.292
H 4.0059 2.3341 0.3580  0.092
H 2.5423 1.5278 0.9839  0.044
H 2.3636 2.9595 -0.0021  0.086
H 3.0021 -0.5056 0.0383  0.094
H 4.5835 0.1221 -0.4204  0.117
H 4.0726 -1.9344 -1.5182  0.112
H 4.3011 -0.6819 -2.7194  0.103
H 2.5321 -2.2345 -3.3107  0.111
H 1.9257 -0.6010 -3.2352  0.077
H 1.1194 -3.5238 -2.6987  0.121
H -0.4842 -5.1675 -2.5527  0.101
H -2.7165 -5.9818 -1.8384  0.083
H -4.1042 -4.5386 -0.3551  0.100
H -3.2499 -2.3726 0.4631  0.120
H 4.5025 1.7089 -2.3322  0.116
H 3.4379 3.0371 -1.9197  0.115
H 2.8227 0.8195 -3.8873  0.075
H 3.2625 2.4498 -4.2563  0.107
H 0.7109 1.6759 -4.2830  0.097
H 1.2397 3.3278 -3.9623  0.103
H -0.0296 4.1978 -2.7274  0.124
H -1.8621 5.2529 -1.8274  0.096
H -3.4445 5.7020 0.0192  0.097
H -3.2536 4.3792 2.1129  0.097
H -1.5493 2.6091 2.3256  0.096
C 3.1830 2.3339 5.0127  -0.113
C 3.8066 1.3462 4.2571  -0.104
C 3.0441 0.4841 3.4796  -0.149
C 1.6501 0.5798 3.4504  -0.376
C 1.0378 1.5775 4.2038  -0.090
C 1.7999 2.4479 4.9796  -0.090
As 0.6444 -0.5418 2.1713  1.398
C 1.3140 -2.3049 2.7774  -0.344
C 1.9601 -2.5714 3.9848  -0.123
C 2.3962 -3.8581 4.2870  -0.105
C 2.1945 -4.8956 3.3841  -0.114
C 1.5575 -4.6391 2.1769  -0.087
C 1.1255 -3.3520 1.8739  -0.092
C -1.0754 -0.5281 3.1022  -0.359
C -1.1871 -0.9015 4.4424  -0.122
C -2.4100 -0.8126 5.0922  -0.106
C -3.5268 -0.3351 4.4064  -0.094
C -3.4167 0.0426 3.0768  -0.058
C -2.1899 -0.0579 2.4190  -0.110
H 3.7725 3.0146 5.6150  0.089
H 4.8862 1.2529 4.2649  0.092
H 3.5446 -0.2760 2.8883  0.100
H -0.0400 1.6843 4.1843  0.096
H 1.3036 3.2187 5.5570  0.096
H 2.1320 -1.7728 4.6967  0.090
H 2.8910 -4.0480 5.2324  0.091
H 2.5316 -5.8978 3.6207  0.089
H 1.3927 -5.4379 1.4633  0.098
H 0.6326 -3.1580 0.9299  0.073
H -0.3227 -1.2651 4.9858  0.089
H -2.4907 -1.1081 6.1319  0.088
H -4.4798 -0.2522 4.9163  0.094
H -4.2596 0.4396 2.5200  0.063
H -2.1230 0.2474 1.3805  0.032
C -3.1113 0.5006 -5.7206  -0.112
N -1.9628 0.5657 -4.8294  0.040
C -1.5658 -0.4306 -4.0119  -0.661
N -2.3149 -1.5630 -3.9854  0.193
O -0.5110 -0.3184 -3.3479  -0.132
H -3.3012 1.5017 -6.0933  0.058
H -4.0104 0.1947 -5.1887  0.020
H -2.9102 -0.1809 -6.5523  0.077
H -1.5897 1.4693 -4.5877  0.110
H -3.3253 -1.4048 -4.0353  -0.003
H -2.0690 -2.1462 -3.1949  0.084
Se -5.6021 -0.6620 -2.7513  -0.255
Sb -4.8063 1.5003 -1.8405  -0.273
Se -2.4454 0.7407 -1.2835  0.345
Se -4.3147 3.2958 -3.4667  -0.289
Se -5.7642 2.1466 0.3222  -0.279

## Properties
**HOMO energy**: -1.511 eV
**Multiplicity**: 1
**Net charge**: -2

***

Density functional theory data (wB97M-V/def2-TZVPD) for a cluster of 8 separate species, C5H26N2O7 in total.

Last column: Löwdin charge in e.
Positions of all 40 atoms, in Å:
N 1.6976 0.9768 2.3917  0.046
C 1.7901 1.0312 0.9418  -0.213
C 2.1440 2.1558 0.3446  -0.129
C 2.0536 2.3177 -1.1771  -0.253
C 0.7522 1.7874 -1.7477  -0.188
C 0.6036 0.1136 -1.9032  -0.226
N -0.3861 -0.4032 -0.9767  0.004
H 2.4778 1.2358 2.8345  0.020
H 1.5288 0.0617 2.8030  0.072
H 1.3130 0.0604 0.5169  0.092
H 2.4685 3.1290 0.8971  0.133
H 2.9205 1.9093 -1.8077  0.131
H 1.9388 3.4661 -1.2285  0.118
H -0.2309 2.1224 -1.2818  0.090
H 0.7811 2.1606 -2.8762  0.125
H 1.6618 -0.2802 -1.5857  0.115
H 0.3915 -0.2232 -2.9303  0.081
H -0.2286 -0.3437 -0.0419  -0.017
H -1.2629 -0.0610 -1.3334  0.052
O -0.8020 -2.0619 -3.8250  0.123
H -1.4109 -2.7500 -3.7785  0.038
H -0.0575 -2.2746 -3.7990  -0.155
O 0.9833 -2.6254 1.5956  -0.035
H 1.2090 -3.4647 1.8255  -0.011
H 0.0113 -2.5090 1.5759  0.006
O -2.5284 1.8016 0.3496  -0.045
H -2.2339 1.2080 1.0423  0.001
H -1.7458 2.1077 -0.1280  0.010
O -1.3495 0.1935 3.1232  -0.025
H -1.7033 0.7420 3.7934  0.055
H -0.4661 0.5792 2.9650  0.042
O 2.8389 -1.1857 0.4968  -0.135
H 3.1851 -1.9582 1.0735  0.094
H 2.3006 -1.7924 -0.0450  0.032
O -4.2816 -0.0209 -2.0299  0.072
H -4.3881 0.3576 -1.3158  -0.125
H -3.4331 -0.4451 -1.9965  0.028
O -1.6986 -2.1667 1.8635  -0.078
H -1.5165 -1.3187 2.4202  0.040
H -2.0475 -1.6447 1.1563  0.016

## Properties
**HOMO energy**: -8.397 eV
**SMILES string**: N/C=C/CCCN.O.O.O.O.O.O.O
**Multiplicity**: 1

***

Density functional theory data (wB97M-V/def2-TZVPD) for a structure of composition C30H43Co2O7Si4.

Last column: Löwdin charge in e.
Positions of all 86 atoms, in Å:
C 1.4275 -0.0509 7.1821  -0.199
Si 2.6701 0.0130 5.7565  0.398
C 4.2262 0.8840 6.3717  -0.220
C 3.0823 -1.7348 5.1815  -0.219
Si 1.7856 1.1187 3.9004  0.473
Si -0.2568 0.1244 3.3584  0.418
C -1.4972 0.1644 4.7842  -0.196
C -0.9451 1.0733 1.8818  -0.193
C 0.0639 -1.6734 2.8914  -0.205
Si 1.3448 3.3045 4.5844  0.404
C 0.0333 3.4106 5.9395  -0.203
C 2.9296 4.1083 5.2160  -0.219
C 0.7594 4.1971 3.0298  -0.210
O 2.8740 1.2773 2.5074  -0.264
C 2.7582 0.6647 1.2875  -0.368
C 2.9383 -0.6691 1.1299  -0.070
C 2.8656 -1.3523 -0.1792  -0.203
C 2.7080 -0.3892 -1.3636  -0.187
C 1.8770 0.8377 -0.9911  -0.196
C 2.5464 1.6036 0.1342  -0.136
H 1.9429 -0.5389 8.0224  0.033
H 1.1050 0.9419 7.5173  0.012
H 0.5367 -0.6435 6.9444  0.012
H 4.7292 0.2141 7.0845  0.027
H 4.9257 1.0879 5.5511  0.035
H 4.0140 1.8296 6.8853  0.011
H 3.5354 -2.2635 6.0327  0.027
H 2.2029 -2.3022 4.8549  0.012
H 3.8123 -1.7267 4.3618  0.027
H -2.4137 -0.3168 4.4116  0.037
H -1.1594 -0.3973 5.6624  0.010
H -1.7592 1.1785 5.1042  0.009
H -1.7118 0.4413 1.4122  0.039
H -1.4182 2.0104 2.1989  0.021
H -0.1926 1.3095 1.1184  0.015
H -0.8492 -2.0501 2.4095  0.035
H 0.8936 -1.7921 2.1833  0.008
H 0.2715 -2.2925 3.7720  0.016
H -0.0590 4.4750 6.2008  0.033
H -0.9510 3.0604 5.6092  0.011
H 0.3098 2.8646 6.8491  0.012
H 2.7605 5.1941 5.2590  0.028
H 3.2145 3.7665 6.2182  0.011
H 3.7720 3.9250 4.5370  0.035
H 0.6319 5.2570 3.2921  0.028
H 1.5037 4.1361 2.2250  0.027
H -0.1966 3.8224 2.6467  0.015
H 3.1546 -1.2962 2.0061  0.105
H 3.7681 -1.9637 -0.3348  0.111
H 2.0209 -2.0642 -0.1748  0.113
H 3.7056 -0.0525 -1.6731  0.114
H 2.2469 -0.9121 -2.2105  0.095
H 1.7510 1.4801 -1.8702  0.117
H 0.8787 0.5190 -0.6681  0.110
H 1.9566 2.4756 0.4499  0.107
H 3.5335 1.9544 -0.2113  0.129
O -2.2335 -0.0665 -2.6519  0.069
C -2.5021 -0.0392 -3.7771  -0.214
Co -2.9724 0.0676 -5.4419  0.073
C -4.7090 0.0050 -5.3814  -0.173
O -5.8641 -0.0678 -5.3767  0.097
C -2.9281 1.7727 -5.8413  -0.206
O -2.9718 2.8996 -6.0872  0.089
C -2.5528 -1.5776 -6.4991  -0.316
C -3.3795 -2.7178 -6.1295  -0.221
C -3.5246 -3.1186 -4.7790  -0.044
C -4.4335 -4.1214 -4.4441  -0.100
C -5.1498 -4.7837 -5.4469  -0.122
C -4.9916 -4.4105 -6.7857  -0.102
C -4.1075 -3.3901 -7.1324  -0.028
C -2.2569 -1.0557 -7.7938  -0.390
C -2.8197 -0.7660 -8.9683  -0.033
Co -0.8930 -0.9555 -6.7098  0.089
C -0.0817 -1.2337 -5.1573  -0.124
O 0.4447 -1.4291 -4.1456  0.106
C -0.5433 0.7791 -6.9573  -0.127
O -0.2435 1.8771 -7.1688  0.113
C 0.2139 -1.7849 -7.8276  -0.095
O 0.9056 -2.3710 -8.5488  0.118
H -2.9647 -2.5920 -3.9952  0.098
H -4.5923 -4.3692 -3.3922  0.095
H -5.8294 -5.5961 -5.1832  0.087
H -5.5732 -4.8863 -7.5683  0.090
H -4.0132 -3.0540 -8.1670  0.098
H -2.1923 -0.3873 -9.7755  0.033
H -3.8987 -0.8703 -9.1475  0.049

## Properties
**HOMO energy**: -4.135 eV
**Multiplicity**: 1
**Net charge**: -1

***

Orbital gap in eV, matching the order above: 5.13 8.68 6.10
E in a.u., matching the order above: -14932.2336 -842.0835 -5619.2274
Strongest force on any atom in eV/Å, matching the order above: 2.96 19.03 5.10